DFT (ωB97M-V with the def2-TZVPD basis set) results for a molecular structure, C30H48BrN5O4PS2Y at a distorted geometry.

Geometry as XYZ:
```
92
Properties=species:S:1:pos:R:3:lowdin_charge:R:1
Y -1.611 -0.777 -0.420 1.253
C -0.875 5.286 -4.287 -0.050
C -1.590 4.080 -3.728 -0.267
C -2.694 4.246 -2.886 -0.038
C -3.354 3.157 -2.357 -0.058
C -2.919 1.875 -2.673 -0.287
C -1.836 1.682 -3.513 -0.053
C -1.174 2.789 -4.034 -0.028
S -3.731 0.503 -1.897 0.566
O -5.122 0.484 -2.246 -0.277
O -2.935 -0.679 -2.354 -0.464
N -3.395 0.717 -0.379 -0.300
C -4.389 0.362 0.656 -0.164
C -3.900 -0.774 1.583 -0.636
O -4.379 -0.881 2.693 0.050
O -2.972 -1.546 1.069 -0.207
H -1.532 5.851 -4.955 0.083
H 0.011 4.995 -4.852 0.073
H -0.564 5.961 -3.487 0.080
H -3.029 5.249 -2.638 0.118
H -4.196 3.288 -1.685 0.123
H -1.511 0.677 -3.757 0.076
H -0.319 2.639 -4.685 0.114
H -5.336 0.051 0.211 0.114
H -4.600 1.221 1.285 0.110
C 3.126 0.525 -0.182 -0.106
C 2.507 1.665 0.640 -0.590
C 3.532 2.176 1.661 -0.082
C 2.241 2.774 -0.396 -0.097
P 0.827 1.081 1.329 0.860
N 0.099 0.204 0.270 -0.396
C 1.132 0.091 2.926 -0.585
C 2.196 -0.980 2.624 -0.097
C -0.149 -0.676 3.298 -0.092
C 1.587 0.900 4.148 -0.079
C -0.186 2.621 1.780 -0.584
C -1.369 2.184 2.660 -0.082
C 0.580 3.724 2.521 -0.080
C -0.805 3.212 0.496 -0.094
H 3.964 0.929 -0.764 0.087
H 2.381 0.149 -0.881 0.047
H 3.517 -0.290 0.427 0.059
H 4.400 2.569 1.120 0.089
H 3.896 1.386 2.319 0.061
H 3.141 2.982 2.281 0.062
H 3.163 2.947 -0.962 0.086
H 1.962 3.720 0.065 0.058
H 1.462 2.474 -1.102 0.082
H 1.948 -1.525 1.707 0.046
H 2.218 -1.698 3.451 0.087
H 3.199 -0.565 2.528 0.063
H -0.608 -1.148 2.433 0.034
H -0.906 -0.054 3.767 0.068
H 0.111 -1.462 4.015 0.090
H 2.474 1.501 3.956 0.060
H 1.828 0.203 4.960 0.091
H 0.798 1.557 4.516 0.064
H -1.067 1.943 3.678 0.063
H -1.902 1.328 2.238 0.068
H -2.080 3.014 2.722 0.092
H 1.059 3.368 3.432 0.060
H -0.132 4.506 2.808 0.092
H 1.339 4.195 1.896 0.060
H -1.261 2.438 -0.115 0.042
H -0.092 3.763 -0.112 0.058
H -1.597 3.912 0.788 0.090
S 0.242 -1.488 -2.850 0.630
C 1.219 -2.718 -2.223 -0.848
N 1.544 -3.795 -2.956 0.023
C 2.481 -4.828 -2.519 -0.156
C 2.400 -4.966 -1.012 -0.153
C 2.601 -3.607 -0.368 -0.161
N 1.699 -2.636 -0.979 0.018
H 1.179 -3.799 -3.893 0.122
H 3.500 -4.573 -2.822 0.123
H 2.214 -5.763 -3.007 0.122
H 3.155 -5.667 -0.656 0.125
H 1.419 -5.356 -0.740 0.090
H 3.640 -3.283 -0.484 0.125
H 2.387 -3.652 0.700 0.108
H 1.433 -1.794 -0.476 0.056
Br -1.007 -7.893 0.166 0.780
C -1.054 -6.016 -0.010 -0.698
C -0.495 -5.217 0.971 -0.104
C -0.529 -3.849 0.782 -0.122
N -1.062 -3.275 -0.297 -0.013
C -1.612 -4.060 -1.225 -0.115
C -1.631 -5.441 -1.126 -0.086
H -0.052 -5.642 1.862 0.114
H -0.119 -3.179 1.532 0.110
H -2.044 -3.562 -2.087 0.114
H -2.089 -6.043 -1.898 0.110
```

E_HOMO (eV): -8.04
ΔE to the lowest compared entry with this formula, charge and spin (kcal per mole): 7.6
HOMO-LUMO gap (eV): 7.93
Total energy (hartree): -5496.971817